No. 1
Formula: C34H93N13O15
Source: OMol25
Level of theory: ωB97M-V/def2-TZVPD

Values from the calculation:
Spin multiplicity ... 1
ΔE to the lowest compared entry with this formula, charge and spin ... 692.50 kJ/mol

Structure (XYZ):
```
155
C34H93N13O15 | OMol25 | ωB97M-V/def2-TZVPD
C 17.448 12.703 14.383
O 18.879 12.619 14.815
C 19.100 11.481 15.642
C 20.634 11.237 15.881
N 21.297 12.237 16.738
C 22.297 13.087 16.108
C 23.624 12.447 15.782
O 23.552 11.685 14.546
C 24.885 11.539 13.974
H 17.056 11.928 13.724
H 17.285 13.648 13.866
H 16.679 12.827 15.146
H 18.514 10.629 15.297
H 18.658 11.493 16.638
H 21.157 11.122 14.932
H 20.648 10.285 16.413
H 20.512 12.860 16.861
H 22.510 13.816 16.891
H 22.008 13.618 15.201
H 24.011 11.846 16.604
H 24.248 13.334 15.671
H 25.593 11.323 14.775
H 25.081 12.580 13.717
H 24.986 10.817 13.163
C 19.291 -0.710 14.088
O 18.369 -0.173 13.183
C 18.013 -0.971 12.121
C 17.104 -0.157 11.104
N 17.847 0.737 10.128
C 19.088 0.151 9.656
C 19.584 0.919 8.494
O 20.354 2.088 8.874
C 20.606 3.062 7.863
H 20.297 -0.658 13.671
H 18.989 -1.736 14.294
H 19.309 -0.126 15.009
H 17.431 -1.843 12.421
H 18.855 -1.451 11.622
H 16.382 0.425 11.677
H 16.417 -0.855 10.624
H 18.145 1.568 10.619
H 19.155 -0.905 9.393
H 19.857 0.201 10.426
H 18.739 1.105 7.830
H 20.193 0.203 7.941
H 21.269 2.582 7.143
H 21.116 3.813 8.467
H 19.752 3.560 7.406
C 7.790 15.141 17.600
O 8.104 14.020 18.448
C 7.872 12.817 17.761
C 8.156 11.626 18.740
N 9.582 11.406 18.868
C 9.904 10.545 20.063
C 11.444 10.263 20.391
O 12.056 11.394 20.967
C 12.777 12.193 20.039
H 7.905 16.039 18.208
H 6.826 15.092 17.094
H 8.591 15.252 16.869
H 8.496 12.873 16.869
H 6.841 12.798 17.410
H 7.686 10.727 18.343
H 7.594 11.755 19.665
H 9.944 12.331 19.053
H 9.431 9.563 20.041
H 9.637 11.077 20.976
H 11.911 9.953 19.456
H 11.530 9.413 21.068
H 13.145 13.100 20.517
H 12.201 12.293 19.119
H 13.622 11.688 19.570
C 21.588 4.873 12.359
O 22.130 4.030 13.430
C 23.277 3.251 13.134
C 23.217 1.923 14.088
N 24.192 2.023 15.132
C 24.280 0.959 16.080
C 25.091 -0.183 15.411
O 26.430 0.038 14.892
C 27.188 -1.138 14.601
H 21.112 4.280 11.579
H 22.375 5.374 11.795
H 20.839 5.590 12.695
H 24.223 3.745 13.354
H 23.294 2.971 12.081
H 23.295 1.000 13.513
H 22.204 1.890 14.488
H 23.903 2.880 15.581
H 23.336 0.576 16.466
H 24.893 1.303 16.914
H 24.512 -0.430 14.521
H 25.187 -0.986 16.142
H 28.222 -0.970 14.300
H 26.555 -1.751 13.959
H 27.236 -1.524 15.620
C 21.973 -2.653 23.555
O 21.752 -1.379 22.894
C 21.605 -0.285 23.795
C 21.274 0.938 22.947
N 19.836 1.228 22.859
C 19.308 1.818 24.072
C 17.940 2.446 23.649
O 18.188 3.655 22.993
C 17.200 4.221 22.192
H 22.516 -2.378 24.459
H 22.610 -3.310 22.963
H 21.017 -3.081 23.856
H 22.661 -0.181 24.044
H 20.890 -0.545 24.576
H 21.650 0.825 21.930
H 21.858 1.773 23.335
H 19.600 1.640 21.968
H 20.035 2.570 24.377
H 19.192 1.113 24.895
H 17.345 2.647 24.540
H 17.452 1.707 23.013
H 17.137 3.609 21.292
H 17.620 5.159 21.827
H 16.201 4.476 22.546
N 20.360 5.377 18.100
C 20.371 4.486 19.089
N 20.895 4.901 20.126
O 19.799 3.443 19.043
H 20.178 5.086 17.149
H 20.819 6.251 18.310
H 21.179 5.868 20.053
H 20.772 4.324 20.946
N 12.717 6.344 6.936
C 12.384 7.114 7.900
N 12.539 6.736 9.110
O 11.996 8.227 7.627
H 12.542 6.545 5.962
H 13.039 5.407 7.133
H 12.893 5.832 9.388
H 12.426 7.471 9.795
N 15.242 5.809 14.072
C 15.745 5.869 15.268
N 16.671 4.967 15.386
O 15.506 6.655 16.187
H 14.694 6.643 13.916
H 15.043 4.893 13.695
H 17.020 4.891 16.330
H 17.049 4.426 14.622
N 10.306 9.956 14.531
C 11.655 9.815 14.407
N 12.194 9.938 15.576
O 12.277 9.380 13.498
H 9.750 9.755 13.712
H 9.911 10.139 15.442
H 13.087 9.476 15.674
H 11.598 9.947 16.392
O 11.850 3.138 11.955
H 11.021 3.616 11.941
H 11.827 2.596 11.166
```



No. 2
Formula: C34H96N6O11
Source: OMol25
Level of theory: ωB97M-V/def2-TZVPD

Values from the calculation:
Spin multiplicity ... 1
ΔE to the lowest compared entry with this formula, charge and spin ... 4.27 kJ/mol

Structure (XYZ):
```
147
C34H96N6O11 | OMol25 | ωB97M-V/def2-TZVPD
C -4.530 5.535 -2.035
O -3.443 4.841 -1.481
C -2.921 3.881 -2.382
C -1.842 3.076 -1.671
C -0.523 3.815 -1.531
N -1.648 1.835 -2.438
H -4.204 6.068 -2.942
H -4.848 6.300 -1.328
H -5.386 4.920 -2.336
H -3.718 3.180 -2.657
H -2.468 4.346 -3.264
H -2.153 2.834 -0.646
H -0.656 4.682 -0.884
H -0.141 4.167 -2.492
H 0.211 3.148 -1.072
H -2.464 1.239 -2.383
H -0.860 1.339 -2.029
C 3.956 0.387 -4.970
O 2.631 0.159 -5.379
C 2.521 -0.915 -6.271
C 1.087 -1.148 -6.741
C 0.165 -1.670 -5.657
N 1.155 -2.023 -7.903
H 4.676 0.432 -5.794
H 4.251 -0.443 -4.311
H 4.031 1.304 -4.390
H 3.155 -0.693 -7.137
H 2.838 -1.895 -5.870
H 0.646 -0.172 -6.973
H 0.094 -1.010 -4.790
H 0.455 -2.647 -5.246
H -0.835 -1.820 -6.068
H 0.255 -2.145 -8.345
H 1.514 -2.929 -7.626
C 1.088 -0.211 -2.357
O 0.273 -0.175 -1.214
C 0.873 -0.623 -0.026
C 0.087 -0.268 1.233
C -0.136 1.237 1.443
N 0.840 -0.789 2.379
H 0.677 0.430 -3.138
H 1.120 -1.204 -2.821
H 2.117 0.113 -2.174
H 0.892 -1.727 -0.056
H 1.950 -0.415 0.035
H -0.887 -0.756 1.087
H 0.852 1.698 1.512
H -0.697 1.375 2.365
H -0.623 1.680 0.574
H 0.160 -0.816 3.138
H 1.050 -1.778 2.197
C 3.419 3.219 -1.297
O 4.083 2.849 -0.125
C 3.703 1.575 0.349
C 4.302 1.351 1.736
C 5.820 1.433 1.727
N 3.929 -0.010 2.166
H 3.939 4.048 -1.776
H 2.398 3.570 -1.068
H 3.299 2.386 -2.003
H 2.609 1.507 0.346
H 4.107 0.790 -0.304
H 3.895 2.071 2.452
H 6.175 2.273 1.132
H 6.253 0.549 1.251
H 6.180 1.475 2.755
H 2.940 -0.138 2.398
H 4.432 -0.169 3.036
C -6.847 1.453 4.225
O -5.824 1.355 5.170
C -4.544 1.631 4.673
C -3.570 1.982 5.778
C -2.267 2.554 5.212
N -3.163 0.786 6.520
H -6.703 0.667 3.466
H -6.818 2.384 3.638
H -7.811 1.360 4.718
H -4.098 0.828 4.068
H -4.595 2.459 3.945
H -3.990 2.689 6.494
H -2.418 3.503 4.694
H -1.721 1.839 4.597
H -1.634 2.788 6.071
H -2.406 0.238 6.128
H -3.930 0.191 6.798
C -2.362 -1.818 3.877
O -1.531 -0.960 4.618
C -0.717 -1.663 5.552
C 0.116 -0.704 6.382
C 1.355 -0.204 5.639
N 0.577 -1.406 7.595
H -3.196 -2.225 4.465
H -1.803 -2.687 3.513
H -2.804 -1.257 3.055
H -1.407 -2.146 6.260
H -0.099 -2.442 5.092
H -0.553 0.119 6.663
H 1.749 -1.065 5.097
H 2.110 0.245 6.280
H 1.028 0.528 4.898
H -0.209 -1.593 8.211
H 1.208 -0.770 8.064
C -0.531 -4.853 0.960
C 0.963 -4.754 1.181
O 1.385 -3.607 1.921
H -1.052 -5.305 1.807
H -0.738 -5.523 0.122
H -0.997 -3.895 0.723
H 1.485 -4.757 0.223
H 1.331 -5.614 1.752
H 2.146 -3.254 1.425
C -2.376 2.306 -7.080
C -2.072 1.607 -5.762
O -0.996 2.263 -5.145
H -1.615 2.043 -7.814
H -2.397 3.389 -6.962
H -3.376 2.045 -7.434
H -1.870 0.529 -5.880
H -2.949 1.648 -5.090
H -1.001 2.105 -4.165
C 2.251 -3.804 -2.146
C 2.553 -3.973 -3.613
O 1.619 -4.904 -4.153
H 2.830 -2.959 -1.761
H 2.659 -4.654 -1.592
H 1.201 -3.668 -1.902
H 3.590 -4.272 -3.784
H 2.390 -3.002 -4.100
H 1.616 -4.868 -5.113
C -4.018 0.098 0.160
C -5.184 0.980 0.511
O -6.302 0.565 -0.285
H -3.128 0.432 0.705
H -3.705 0.230 -0.883
H -4.167 -0.978 0.238
H -4.933 2.020 0.281
H -5.398 0.857 1.578
H -6.919 1.304 -0.292
C 5.380 -3.714 1.720
C 4.868 -3.097 0.409
O 3.616 -2.495 0.745
H 5.362 -2.966 2.512
H 6.344 -4.223 1.629
H 4.729 -4.526 2.056
H 4.754 -3.891 -0.329
H 5.558 -2.357 -0.004
H 3.852 -1.695 1.268
```



Quick rundown of frontier orbital gap, same order as above: 8.49, 9.30 eV
Quick rundown of HOMO, same order as above: -0.3079, -0.3211 hartree
Quick rundown of LUMO level, same order as above: 0.110, 0.567 eV